{
  "formula": "C3H7N3O2",
  "method": "ωB97M-V/def2-TZVPD",
  "symbols": ["C", "C", "C", "H", "H", "H", "H", "H", "H", "H", "N", "N", "N", "O", "O"],
  "xyz": [[-1.5150, 1.3840, 0.0955], [-1.5807, -0.9327, -0.1952], [1.2559, -0.8240, 0.0667], [-1.7544, 2.4138, -0.6731], [-2.6613, 1.1128, 0.5599], [-1.2636, 1.7777, 1.0056], [-2.6142, -0.8376, 0.1182], [0.7949, -1.8971, 0.2026], [3.2001, -1.3817, 0.0153], [1.9971, 1.0829, 0.0229], [-0.9442, 0.1474, -0.4416], [0.4859, 0.1525, -0.3400], [2.7153, -0.5349, 0.3679], [-1.0640, -2.0746, -0.2501], [2.9481, 0.4117, -0.5545]],
  "atomic_forces_ev_per_a": [[-6.2, 1.7, -2.8], [-0.8, -6.7, 0.6], [-1.8, -2.1, 0.7], [1.1, -3.6, 1.9], [2.7, 0.5, -2.1], [2.4, 0.6, 2.1], [-0.4, 0.2, -0.2], [1.4, 2.2, 0.0], [-0.3, 0.4, 0.5], [3.5, -1.4, -3.6], [3.3, 4.2, 1.1], [2.1, -0.2, 0.8], [-3.7, -4.0, -0.6], [-1.4, 1.9, 0.0], [-2.0, 6.3, 1.5]],
  "molar_mass_g_mol": 117.1,
  "lumo_energy_ev": 0.561,
  "total_charge": 0,
  "de_lowest_kj_mol": 856.86,
  "orbital_gap_ha": 0.3465
}

=====

{
  "formula": "CH8N5O",
  "method": "ωB97M-V/def2-TZVPD",
  "symbols": ["C", "N", "N", "N", "N", "N", "O", "H", "H", "H", "H", "H", "H", "H", "H"],
  "xyz": [[1.7300, -0.3504, 0.1758], [2.2336, -0.0055, 1.2730], [2.3240, -0.4150, -1.0430], [-0.0006, 1.5298, -0.1092], [0.3243, -0.6901, 0.0974], [-0.3662, 0.3082, 0.2059], [-2.7156, -0.7718, 0.1623], [1.9998, -0.2271, 2.1590], [3.2767, -0.3578, -1.0050], [1.9471, -0.8957, -1.8216], [1.0637, 1.6638, -0.1499], [-0.6249, 2.3893, -0.0096], [-1.3732, 0.3260, 0.2325], [-3.1362, -1.1387, -0.6203], [-2.9493, -1.4367, 0.8098]],
  "atomic_forces_ev_per_a": [[0.2, -0.7, 0.4], [2.3, 0.5, -4.6], [-1.8, 0.7, 1.1], [2.7, 2.9, 0.1], [-0.3, -1.0, 1.4], [-0.5, 2.1, -1.9], [-0.4, -0.2, -0.2], [-1.8, -0.6, 3.2], [3.0, 0.2, -0.1], [-0.7, -0.4, -0.4], [-2.2, 0.2, 0.1], [0.9, -2.1, 0.2], [-1.4, -1.8, 0.5], [0.0, 0.3, -0.4], [0.1, -0.1, 0.7]],
  "molar_mass_g_mol": 106.1,
  "lumo_energy_ev": -4.908,
  "total_charge": 1,
  "de_lowest_kj_mol": 88.97,
  "orbital_gap_ha": 0.3295
}

=====

{
  "formula": "C33H49ClO2P4Zr",
  "method": "ωB97M-V/def2-TZVPD",
  "symbols": ["P", "C", "C", "H", "C", "H", "C", "H", "C", "H", "C", "H", "C", "C", "H", "C", "H", "C", "H", "C", "H", "C", "H", "C", "C", "H", "C", "H", "C", "H", "C", "H", "C", "H", "Zr", "C", "C", "H", "C", "O", "H", "C", "H", "C", "Cl", "P", "P", "C", "H", "H", "H", "C", "H", "H", "H", "C", "H", "H", "H", "C", "H", "H", "H", "C", "H", "H", "H", "C", "H", "H", "H", "P", "C", "C", "H", "H", "H", "H", "H", "H", "C", "H", "H", "H", "H", "C", "O", "H", "H", "H"],
  "xyz": [[-1.5469, -0.9236, -2.5362], [-3.2641, -1.0146, -3.3260], [-3.7189, -0.2698, -4.4279], [-3.0541, 0.4825, -4.9354], [-5.0019, -0.4367, -4.9321], [-5.3386, 0.1657, -5.7641], [-5.8640, -1.3941, -4.3603], [-6.8574, -1.5237, -4.7550], [-5.3939, -2.1606, -3.2888], [-6.0444, -2.9005, -2.8528], [-4.1287, -1.9777, -2.7981], [-3.7544, -2.6085, -1.9589], [-0.9453, 0.5292, -3.5643], [-1.2392, 1.7932, -3.0291], [-1.7774, 1.8305, -2.0632], [-0.8857, 2.9429, -3.6835], [-1.1183, 3.9076, -3.2410], [-0.2267, 2.9044, -4.9192], [0.0559, 3.8008, -5.4320], [0.0553, 1.6413, -5.4810], [0.5656, 1.5853, -6.4379], [-0.3148, 0.4807, -4.8243], [-0.1003, -0.4943, -5.3180], [-0.7993, -2.2528, -3.6680], [-1.3972, -2.8462, -4.7996], [-2.4179, -2.5749, -5.1082], [-0.7142, -3.7869, -5.5515], [-1.1964, -4.2516, -6.4029], [0.6180, -4.1577, -5.2261], [1.1346, -4.8694, -5.8144], [1.1924, -3.5433, -4.1200], [2.2251, -3.8107, -3.8468], [0.5390, -2.6183, -3.3431], [1.0074, -2.1548, -2.4847], [-0.1853, -0.0661, 3.2746], [1.6775, 0.9572, 2.7058], [2.0380, 1.1773, 1.4221], [2.3597, 1.2109, 3.5361], [1.1626, 0.7242, 0.2211], [2.0832, -0.0074, -0.6425], [1.5017, -0.4455, -1.2813], [-0.2150, -0.1356, 0.3050], [1.0418, 1.6686, -0.3654], [-1.1843, -0.6186, -0.5103], [-2.3096, -1.2522, 3.2893], [1.2582, -2.3373, 3.3174], [-1.4564, 2.2981, 3.2888], [0.6929, -3.3748, 4.7130], [-0.3759, -3.5985, 4.5817], [0.8285, -2.8422, 5.6674], [1.2773, -4.3067, 4.7177], [1.2215, -3.4493, 1.8884], [1.6445, -2.9239, 1.0221], [0.1796, -3.7194, 1.6740], [1.8144, -4.3437, 2.1173], [3.0394, -2.1629, 3.6517], [3.2010, -1.5619, 4.5572], [3.5155, -1.6596, 2.7992], [3.4813, -3.1593, 3.7872], [-2.1758, 2.5233, 4.9587], [-1.3777, 2.6119, 5.7132], [-2.8004, 1.6509, 5.2048], [-2.7915, 3.4354, 4.9598], [-0.5149, 3.8348, 3.0569], [-0.0408, 3.8078, 2.0661], [0.2672, 3.9125, 3.8260], [-1.1941, 4.6961, 3.1242], [-2.8655, 2.4617, 2.1642], [-3.5381, 1.6085, 2.3147], [-2.4931, 2.4441, 1.1320], [-3.3834, 3.4059, 2.3672], [3.6823, 1.9311, 1.0508], [4.4460, 2.7274, 2.5037], [3.4191, 3.1705, -0.2033], [4.6367, 1.9927, 3.3073], [3.8025, 3.5414, 2.8846], [5.4151, 3.1657, 2.1943], [2.9426, 2.7014, -1.0617], [4.3705, 3.6048, -0.5131], [2.7798, 3.9612, 0.1903], [4.8341, 0.6967, 0.4365], [5.1032, -0.0101, 1.2262], [5.7434, 1.1695, 0.0526], [4.3349, 0.1642, -0.3739], [-2.1557, -1.2423, -0.3813], [0.1980, 0.0941, 6.5170], [0.0908, 0.0983, 5.1224], [0.3412, 1.1156, 6.9231], [1.0729, -0.4954, 6.8593], [-0.7347, -0.3444, 6.9340]],
  "atomic_forces_ev_per_a": [[0.8, 1.2, -5.2], [-0.5, -0.1, 1.1], [1.3, 1.2, -0.2], [-0.7, -0.8, 0.7], [-0.4, -0.9, 0.5], [0.1, 0.0, 0.0], [1.1, 0.5, 0.1], [-0.2, -0.1, 0.0], [-1.0, 0.1, -0.7], [0.0, -0.2, 0.1], [1.2, -0.2, 1.2], [-0.5, 0.4, -0.6], [0.2, 0.4, 0.5], [-0.3, -1.1, 0.9], [0.4, 0.2, -0.6], [0.3, 1.1, -0.7], [0.0, -0.1, -0.1], [-0.2, -1.5, 0.4], [0.1, 0.3, -0.1], [-0.2, 1.1, 0.2], [-0.1, -0.1, 0.1], [0.1, -1.3, 0.3], [-0.2, 0.8, 0.6], [1.3, -0.6, 1.3], [-0.7, 0.6, 0.6], [0.6, -0.2, 0.3], [1.4, -0.4, 0.1], [0.0, 0.1, 0.0], [-2.1, 1.4, 0.6], [0.5, -0.6, -0.4], [1.7, -0.7, -0.1], [-0.5, 0.1, -0.2], [-2.0, 0.5, -0.4], [0.2, -0.2, 0.1], [-1.9, -1.1, 0.0], [1.2, 0.5, -1.0], [-0.4, -0.9, 1.1], [0.0, 0.3, -0.5], [-0.2, -0.2, -2.7], [-0.3, -0.3, 0.3], [0.4, 0.1, -0.1], [-0.3, 1.0, 0.7], [-1.0, -0.4, 0.5], [-0.4, -1.2, 0.6], [0.1, 0.1, -0.2], [0.4, -0.6, 0.3], [-0.3, 0.7, 0.4], [-0.1, 0.0, 0.0], [0.3, 0.0, 0.1], [0.0, -0.2, -0.3], [-0.2, 0.2, 0.1], [-0.1, 0.0, -0.1], [-0.1, -0.2, 0.1], [0.3, 0.0, 0.0], [-0.2, 0.1, -0.2], [0.1, 0.1, 0.0], [0.0, -0.2, -0.2], [-0.1, -0.1, 0.2], [0.0, 0.3, 0.0], [-0.1, -0.1, 0.0], [-0.3, 0.0, -0.3], [0.2, 0.3, 0.0], [0.2, -0.3, 0.1], [0.1, 0.1, -0.1], [-0.1, 0.1, 0.2], [-0.2, 0.0, -0.2], [0.3, -0.2, 0.0], [0.0, 0.0, -0.1], [0.1, 0.2, -0.1], [-0.2, 0.0, 0.2], [0.0, -0.2, -0.1], [-0.4, -0.4, 0.2], [-0.2, 0.0, 0.1], [0.2, 0.2, -0.1], [-0.1, 0.3, -0.4], [0.3, -0.4, -0.2], [-0.5, -0.3, 0.0], [0.0, 0.0, -0.1], [0.0, 0.0, 0.0], [0.0, 0.0, 0.0], [0.1, -0.1, -0.2], [-0.1, 0.1, -0.1], [-0.1, 0.0, 0.1], [0.1, 0.0, 0.1], [2.1, 1.4, 1.5], [-0.2, -0.1, 1.1], [0.4, 0.1, -0.1], [-0.2, -0.4, -0.4], [-0.5, 0.2, -0.3], [0.6, 0.3, -0.1]],
  "molar_mass_g_mol": 728.3,
  "lumo_energy_ev": -5.585,
  "total_charge": 2,
  "orbital_gap_ha": 0.2631
}

=====

{
  "formula": "C33H38N6OPd",
  "method": "ωB97M-V/def2-TZVPD",
  "symbols": ["Pd", "C", "C", "C", "N", "C", "C", "C", "C", "C", "C", "C", "N", "C", "C", "C", "N", "C", "C", "C", "C", "C", "C", "C", "N", "C", "C", "H", "H", "H", "H", "H", "H", "H", "H", "H", "H", "H", "H", "H", "H", "H", "H", "H", "H", "H", "H", "H", "H", "H", "H", "H", "H", "C", "N", "N", "C", "O", "C", "C", "C", "C", "C", "C", "C", "C", "C", "H", "H", "H", "H", "H", "H", "H", "H", "H", "H", "H", "H"],
  "xyz": [[-1.0312, 0.4852, -0.8549], [-2.0098, -2.6044, 0.7381], [-2.3328, -1.8362, 2.0278], [-2.1307, -0.2959, 1.9750], [-2.3456, 0.2489, 0.6608], [-3.5633, 0.1903, 0.1196], [-4.7129, -0.1740, 0.8182], [-5.9388, -0.6343, 0.3326], [-6.2516, -1.0012, -0.9647], [-5.5119, -0.7749, -2.1191], [-4.3897, 0.0406, -2.2770], [-3.5633, 0.6107, -1.3147], [-2.6081, 1.5253, -1.5668], [-2.6303, 2.2926, -2.7872], [-1.5727, 1.8596, -3.8138], [-0.1522, 1.8990, -3.2182], [0.1084, 0.7173, -2.4415], [0.9743, -0.2373, -2.7373], [1.8334, -0.1791, -3.8464], [2.7543, -1.0816, -4.3572], [3.0617, -2.3576, -3.9201], [2.5365, -3.0124, -2.8182], [1.6447, -2.5480, -1.8592], [0.9892, -1.3178, -1.7165], [0.3374, -0.9915, -0.5971], [0.4215, -1.8286, 0.5763], [-0.5488, -3.0188, 0.5839], [-2.6065, -3.5192, 0.7260], [-2.3089, -2.0114, -0.1335], [-3.3805, -2.0308, 2.2580], [-1.7373, -2.2349, 2.8511], [-2.8158, 0.1618, 2.7045], [-1.1163, -0.0248, 2.2855], [-4.6314, -0.1540, 1.8975], [-6.6883, -0.8306, 1.0890], [-7.1887, -1.5284, -1.0970], [-5.9108, -1.2022, -3.0296], [-4.1085, 0.2205, -3.3085], [-3.6233, 2.2666, -3.2534], [-2.4269, 3.3355, -2.5083], [-1.7889, 0.8484, -4.1791], [-1.6223, 2.5457, -4.6607], [0.5671, 2.0319, -4.0343], [-0.0693, 2.7645, -2.5402], [1.7929, 0.7412, -4.4090], [3.2945, -0.7402, -5.2319], [3.7971, -2.9012, -4.4993], [2.9006, -4.0208, -2.6600], [1.4547, -3.2678, -1.0758], [1.4553, -2.1928, 0.7009], [0.2026, -1.1921, 1.4377], [-0.4488, -3.5783, -0.3488], [-0.2660, -3.6778, 1.4075], [3.2931, -0.6604, 3.2682], [3.2954, 0.2387, 2.1347], [2.2144, 1.1187, 2.0335], [1.8446, 1.2459, 0.6733], [0.8803, 1.8978, 0.2842], [2.8148, 0.4622, -0.0413], [3.6052, -0.1781, 0.8607], [4.7040, -1.1559, 0.6521], [2.1596, 2.1796, 2.9497], [3.2844, 2.4881, 3.7164], [3.2579, 3.5452, 4.6047], [2.1146, 4.3165, 4.7336], [1.0054, 4.0261, 3.9536], [1.0121, 2.9583, 3.0728], [2.9508, -0.1245, 4.1516], [4.3071, -1.0155, 3.4392], [2.6351, -1.5218, 3.1080], [2.8721, 0.3848, -1.1079], [4.9596, -1.1990, -0.4024], [4.4177, -2.1571, 0.9784], [5.5821, -0.8541, 1.2231], [4.1937, 1.9223, 3.5862], [4.1362, 3.7668, 5.1957], [2.0987, 5.1506, 5.4207], [0.1148, 4.6319, 4.0438], [0.1524, 2.7474, 2.4565]],
  "atomic_forces_ev_per_a": [[0.4, -0.1, 0.0], [0.1, 0.0, 0.0], [0.0, 0.1, -0.2], [0.1, -0.2, 0.2], [-1.3, -0.2, -0.6], [1.6, -0.1, -0.2], [-1.4, -0.2, 0.2], [1.2, 0.2, 0.3], [-0.4, -0.3, -0.6], [0.1, 0.6, 0.6], [-0.8, -0.5, -0.5], [0.4, 1.0, 0.5], [-0.8, -0.4, 0.3], [0.2, -0.1, -0.3], [0.0, 0.1, 0.3], [0.0, 0.2, -0.5], [0.4, -0.6, -0.2], [-0.8, 0.3, 0.4], [0.7, 0.0, -0.7], [-0.5, 0.2, 0.4], [0.3, -0.5, -0.1], [-0.1, 0.5, 0.0], [0.6, -0.6, -0.1], [-0.4, 0.4, 0.9], [0.2, -0.3, -0.6], [0.1, -0.3, 0.0], [0.0, 0.4, 0.0], [-0.1, 0.0, 0.0], [0.0, -0.2, 0.1], [0.0, 0.0, 0.1], [0.0, 0.0, 0.1], [0.2, 0.0, -0.1], [-0.2, 0.0, 0.0], [0.0, 0.2, 0.0], [0.0, -0.1, 0.0], [0.0, 0.0, 0.0], [0.0, 0.0, -0.1], [0.1, 0.0, 0.1], [0.1, 0.0, 0.1], [0.0, -0.1, -0.1], [0.1, 0.1, 0.0], [0.0, 0.0, -0.1], [-0.1, 0.0, 0.2], [0.1, -0.2, -0.2], [0.0, 0.1, 0.0], [0.0, 0.0, 0.0], [0.0, 0.0, 0.0], [0.0, -0.1, 0.0], [-0.1, 0.1, 0.0], [-0.1, 0.1, 0.0], [0.2, -0.1, 0.0], [0.1, -0.1, 0.1], [0.0, -0.1, 0.1], [-0.2, -0.3, 0.0], [0.3, 0.5, -0.1], [-0.4, -0.7, -0.1], [-0.6, 0.5, -0.2], [1.1, 0.2, 0.5], [0.5, -0.4, 0.2], [-0.3, 0.6, -0.2], [-0.1, 0.0, 0.0], [0.2, 0.5, 0.4], [0.0, -0.1, -0.1], [-0.1, 0.1, 0.1], [0.0, 0.1, 0.0], [0.0, 0.0, 0.1], [-0.1, -0.1, -0.1], [0.1, 0.0, 0.0], [0.0, 0.0, 0.0], [0.0, 0.0, 0.0], [0.0, 0.0, -0.2], [0.0, 0.0, -0.1], [0.0, 0.0, 0.0], [0.1, 0.0, 0.0], [0.0, -0.1, 0.0], [0.0, 0.0, 0.0], [0.0, 0.0, 0.0], [-0.1, 0.0, 0.0], [0.0, -0.1, 0.0]],
  "molar_mass_g_mol": 641.1,
  "lumo_energy_ev": 0.284,
  "total_charge": 0,
  "orbital_gap_ha": 0.2486
}

=====

{
  "formula": "C10H18CaF6N7O5S2SbSe4",
  "method": "ωB97M-V/def2-TZVPD",
  "symbols": ["Ca", "Se", "Sb", "Se", "Se", "Se", "C", "N", "C", "N", "C", "N", "C", "N", "C", "C", "H", "H", "H", "H", "H", "H", "H", "H", "H", "H", "H", "H", "C", "N", "C", "N", "O", "H", "H", "H", "H", "H", "H", "F", "C", "F", "F", "S", "O", "O", "N", "S", "O", "O", "C", "F", "F", "F"],
  "xyz": [[-0.7419, -1.0662, 0.0137], [2.8136, -5.3092, 0.4008], [2.4494, -3.0018, -0.3212], [1.5214, -1.7326, 1.6378], [0.4914, -2.8125, -1.9241], [4.4408, -1.9465, -1.2504], [2.5294, 1.2963, -1.7694], [1.5206, 1.6438, -0.7590], [0.8803, 2.8950, -1.1632], [1.8405, 4.0042, -1.3023], [2.8493, 3.5973, -2.2875], [3.5327, 2.3647, -1.9210], [4.1674, 2.5607, -0.6156], [3.2019, 2.9444, 0.4227], [2.2064, 1.8628, 0.5196], [2.5209, 4.1591, -0.0113], [2.0300, 1.1373, -2.7281], [3.0316, 0.3697, -1.4866], [0.1327, 3.1750, -0.4233], [0.3857, 2.7439, -2.1266], [3.5864, 4.4016, -2.3851], [2.3554, 3.4556, -3.2527], [4.9217, 3.3498, -0.7031], [4.6510, 1.6279, -0.3221], [1.4673, 2.1162, 1.2823], [2.7018, 0.9376, 0.8124], [3.2542, 4.9678, -0.0985], [1.7792, 4.4372, 0.7425], [-0.6209, -6.1746, 0.9304], [-0.8631, -4.7646, 1.1571], [-1.7326, -4.0593, 0.4303], [-2.4601, -4.7373, -0.5297], [-1.9615, -2.8557, 0.6392], [0.0700, -6.5273, 1.6895], [-0.1361, -6.3544, -0.0329], [-1.5627, -6.7231, 1.0002], [-0.1498, -4.2141, 1.6282], [-1.9186, -5.4282, -1.0310], [-2.8824, -4.0702, -1.1593], [-3.8691, 2.2630, 3.2555], [-2.8416, 2.5707, 2.4581], [-3.2863, 3.3203, 1.4583], [-1.9645, 3.2922, 3.1623], [-1.9844, 1.0371, 1.8761], [-1.1391, 1.5082, 0.7990], [-1.4090, 0.5024, 3.0634], [-3.0425, 0.0162, 1.3073], [-3.7097, 0.2322, -0.1221], [-4.2447, 1.5319, -0.3839], [-2.9066, -0.4195, -1.1368], [-5.1882, -0.8439, 0.1100], [-5.9487, -0.3717, 1.0984], [-4.8646, -2.0977, 0.3724], [-5.9042, -0.8115, -1.0213]],
  "atomic_forces_ev_per_a": [[0.9, -0.3, -0.4], [-0.1, 0.0, 0.0], [0.0, 0.0, 0.0], [-0.1, 0.1, 0.1], [0.0, 0.1, 0.0], [0.0, 0.0, 0.0], [0.0, -0.1, 0.0], [-0.2, 0.0, -0.1], [0.1, 0.0, 0.0], [0.0, 0.0, 0.0], [0.0, 0.0, 0.0], [0.0, 0.0, 0.0], [0.0, 0.0, 0.0], [0.0, 0.0, 0.0], [0.0, -0.1, 0.0], [0.0, 0.0, 0.0], [0.0, 0.0, 0.0], [0.0, 0.0, 0.0], [0.0, 0.0, 0.1], [0.0, 0.0, 0.0], [0.0, 0.0, 0.0], [0.0, 0.0, 0.0], [0.0, 0.0, 0.0], [0.0, 0.0, 0.0], [0.0, 0.0, 0.0], [0.0, 0.0, 0.0], [0.0, 0.0, 0.0], [0.0, 0.0, 0.0], [0.1, 0.0, 0.0], [0.0, 0.0, 0.0], [0.0, -0.1, 0.0], [0.0, 0.0, 0.0], [-0.2, 0.1, 0.1], [0.0, 0.0, 0.0], [0.0, 0.0, 0.0], [0.0, 0.0, 0.0], [0.0, 0.0, 0.0], [0.0, 0.0, 0.0], [0.0, 0.0, 0.0], [0.0, 0.0, 0.0], [-0.1, 0.0, 0.0], [0.0, 0.0, 0.0], [0.0, 0.0, 0.0], [-0.1, 0.2, 0.0], [0.1, -0.2, 0.2], [0.0, 0.1, 0.0], [-0.4, 0.3, 0.1], [0.2, -0.2, 0.2], [0.0, 0.0, -0.1], [-0.1, 0.2, 0.0], [0.0, 0.0, 0.0], [0.0, 0.0, 0.0], [0.0, 0.0, 0.0], [0.0, 0.0, 0.0]],
  "molar_mass_g_mol": 972.1,
  "lumo_energy_ev": 4.035,
  "total_charge": -2,
  "de_lowest_kj_mol": 27.76,
  "orbital_gap_ha": 0.2020
}